[1]
DFT (ωB97M-V/def2-TZVPD) results for a molecular structure, C18H15N3O3OsS.

```
41
Properties=species:S:1:pos:R:3:mulliken_charge:R:1
Os 0.1355 0.1808 0.0869 0.644
S -1.4762 2.5279 3.4874 -0.189
C -2.2163 0.9550 3.6272 0.765
C -3.1191 0.5116 4.5886 -0.609
C -3.5677 -0.7888 4.4825 -0.546
C -3.1339 -1.6286 3.4475 -0.758
C -2.2410 -1.1860 2.4942 -0.659
C -1.7842 0.1215 2.5991 0.397
N -0.8867 0.7748 1.7400 0.239
C -0.6510 2.0393 2.1084 1.266
C 0.2837 2.7855 1.2790 0.088
C 0.6654 4.0961 1.4824 -0.839
C 1.5733 4.6833 0.6032 -0.735
C 2.0943 3.9667 -0.4685 -0.881
C 1.7230 2.6476 -0.6898 -0.092
C 0.8156 2.0531 0.1863 0.244
H -3.4590 1.1583 5.3860 0.442
H -4.2702 -1.1661 5.2125 0.424
H -3.5107 -2.6404 3.3930 0.422
H -1.9183 -1.8396 1.6918 0.346
H 0.2649 4.6664 2.3119 0.468
H 1.8756 5.7103 0.7576 0.437
H 2.7962 4.4410 -1.1412 0.443
H 2.1335 2.1037 -1.5281 0.410
O 1.5344 -1.3289 1.0387 -0.571
H 1.9407 -1.1764 1.9035 0.366
H 2.2763 -1.4186 0.3698 0.351
C 3.7443 -1.6745 -3.7491 -0.871
N 2.4499 -1.1050 -3.3204 0.000
C 1.4607 -0.8251 -4.2197 0.287
C 0.2259 -0.3713 -3.8852 -1.077
C -0.0119 -0.1837 -2.5106 1.143
O -1.0687 0.1428 -1.9018 -0.657
N 1.0340 -0.3778 -1.6261 -0.678
C 2.2609 -0.9196 -1.9732 0.870
O 3.0924 -1.2120 -1.1303 -0.723
H 3.7550 -1.7097 -4.8337 0.306
H 3.8565 -2.6765 -3.3436 0.335
H 4.5560 -1.0491 -3.3889 0.340
H 1.7228 -1.0137 -5.2523 0.373
H -0.5425 -0.1909 -4.6199 0.479
```

As for the expectation value of S²: 6.037. As for the frontier orbital gap (alpha / beta): 7.8 / 5.9 eV. The spin multiplicity is 5. The energy above the lowest of the compared OMol25 structures with the same formula, charge and spin is 23.0 kJ/mol. The calculation puts the lowest unoccupied orbital energy (alpha / beta) at -0.2663 / -0.3419 Eh. Its total charge is +2. For the total energy, the calculation gives -42808.6106 eV. The calculation puts the HOMO energy (alpha / beta) at -15.09 / -15.17 eV.

---

[2]
DFT (ωB97M-V/def2-TZVPD) results for 2 unconnected molecules or ions with the total composition C3H8O in a non-equilibrium geometry.

```
12
Properties=species:S:1:pos:R:3:mulliken_charge:R:1
C -2.8800 -0.3137 -0.5318 -1.120
H -2.7333 -1.1510 0.1467 0.289
H -3.9256 -0.0100 -0.4533 0.318
H -2.5911 -0.6483 -1.5239 0.338
H -2.4604 0.6458 -0.2518 0.207
C 0.0471 -0.1358 0.1630 -0.631
C 1.4343 -0.2363 0.0300 0.358
O 2.2741 0.6553 0.4067 -0.289
H -0.6147 -0.8125 0.6849 0.411
H -0.4130 0.8085 -0.1137 0.324
H 1.9347 -1.0842 -0.4402 0.379
H 1.8826 1.2747 1.0609 0.416
```

As for the expectation value of S²: 0.754. As for the frontier orbital gap (alpha / beta): 10.2 / 8.3 eV. The spin multiplicity is 2. The energy above the lowest of the compared OMol25 structures with the same formula, charge and spin is 83.4 kJ/mol. The calculation puts the lowest unoccupied orbital energy (alpha / beta) at -0.2237 / -0.2969 Eh. Its total charge is +1. For the total energy, the calculation gives -5277.5186 eV. The calculation puts the HOMO energy (alpha / beta) at -16.27 / -16.42 eV.

---

[3]
DFT (ωB97M-V/def2-TZVPD) results for C3H8O2 in the gas phase in a non-equilibrium geometry.

```
13
Properties=species:S:1:pos:R:3:mulliken_charge:R:1
O 0.4587 -1.9054 -0.5218 -0.529
C -0.4151 -1.3983 0.4998 -0.281
C 0.0372 0.0814 0.7629 -0.669
C -0.1886 1.0494 -0.5559 -0.431
O 0.1931 2.2931 -0.0875 -0.468
H 0.3897 -2.8526 -0.7749 0.288
H -0.1404 -1.9457 1.4409 0.255
H -1.5007 -1.7537 0.2992 0.295
H 1.0505 0.2721 1.1373 0.357
H -0.7397 0.4909 1.4124 0.311
H -1.3061 1.1177 -0.5806 0.219
H 0.1827 0.3645 -1.3580 0.341
H 0.2492 2.8105 -0.9438 0.312
```

As for the frontier orbital gap: 10.8 eV. The structure (SMILES) is OCCCO. The energy above the lowest of the compared OMol25 structures with the same formula, charge and spin is 222.3 kJ/mol. The calculation puts the lowest unoccupied orbital energy at 0.0328 Eh. For the total energy, the calculation gives -7333.7462 eV. The calculation puts the HOMO energy at -9.90 eV.

---

[4]
DFT (ωB97M-V/def2-TZVPD) results for 2 unconnected molecules or ions with the total composition C7H19NOSi2 in a non-equilibrium geometry.

```
30
Properties=species:S:1:pos:R:3:mulliken_charge:R:1
C 2.0397 -1.1354 1.9392 -1.201
C -0.8450 -2.2700 2.3164 -0.988
C -0.6189 0.7497 2.2882 -0.711
C -1.2240 1.1932 -2.3699 -1.020
C 1.1471 2.0081 -0.9179 -1.132
C 1.3063 -0.1261 -3.1667 -1.324
C -0.1948 -0.8028 -0.2936 -0.293
N -3.2265 -0.5191 0.3048 0.180
O -3.6967 0.4970 0.6876 -0.184
Si 0.0717 -0.8694 1.5552 0.343
Si 0.3480 0.4775 -1.5529 0.411
H 2.5941 -0.9495 1.1099 0.402
H 2.3883 -0.4075 2.6812 0.343
H 1.9690 -2.2204 2.2400 0.254
H -0.5532 -3.2686 2.0118 0.364
H -1.0573 -2.2881 3.4176 0.333
H -1.9616 -2.1935 1.8049 0.186
H 0.0226 1.5926 2.0418 0.290
H -1.5970 0.9075 1.7385 0.071
H -0.6316 0.7232 3.4110 0.322
H -1.8422 0.5744 -2.9924 0.369
H -1.8902 1.6015 -1.5695 0.256
H -0.8200 2.0366 -3.0707 0.215
H 1.7582 2.4686 -1.7303 0.336
H 0.4768 2.8813 -0.4849 0.273
H 1.8801 1.7595 -0.2044 0.418
H 0.8815 0.0197 -4.1016 0.415
H 2.2952 0.4597 -3.2283 0.305
H 1.5795 -1.1363 -3.0882 0.377
H -0.5993 -1.7632 -0.7769 0.390
```

As for the frontier orbital gap (alpha / beta): 8.2 / 8.3 eV. The energy above the lowest of the compared OMol25 structures with the same formula, charge and spin is 652.7 kJ/mol. The calculation puts the lowest unoccupied orbital energy (alpha / beta) at -0.0086 / -0.0303 Eh. For the total energy, the calculation gives -26856.3816 eV. The calculation puts the HOMO energy (alpha / beta) at -8.43 / -9.10 eV.

---

[5]
DFT (ωB97M-V/def2-TZVPD) results for CH4N2S in the gas phase in a non-equilibrium geometry.

```
8
Properties=species:S:1:pos:R:3:mulliken_charge:R:1
N -0.2937 -1.4717 -0.2592 -0.541
C -0.2317 -0.1448 0.1242 0.298
N -0.9424 -0.0618 1.2817 -0.623
S 0.7685 0.9541 -0.6462 -0.329
H 0.2003 -1.3572 -1.2230 0.266
H -1.2599 -1.8277 -0.3765 0.277
H -0.8637 -0.9740 1.8237 0.327
H -0.3296 0.4966 2.2122 0.324
```

As for the frontier orbital gap: 8.9 eV. The structure (SMILES) is NC(N)=S. The energy above the lowest of the compared OMol25 structures with the same formula, charge and spin is 148.2 kJ/mol. The calculation puts the lowest unoccupied orbital energy at 0.0074 Eh. For the total energy, the calculation gives -14916.0688 eV. The calculation puts the HOMO energy at -8.70 eV.

---

[6]
DFT (ωB97M-V/def2-TZVPD) results for 7 unconnected molecules or ions with the total composition C42H35F7 in a non-equilibrium geometry.

```
84
Properties=species:S:1:pos:R:3:mulliken_charge:R:1
F -15.5613 -0.9755 12.5948 -0.234
C -16.0203 -1.8697 13.4675 0.253
C -15.1878 -2.6683 14.2822 -0.454
C -15.7233 -3.6986 15.0853 -0.510
C -17.1057 -3.8040 15.2237 -0.435
C -17.9118 -2.9805 14.4924 -0.605
C -17.3789 -1.9230 13.6339 -0.065
H -14.1344 -2.5801 14.2209 0.473
H -15.0813 -4.3717 15.6397 0.370
H -17.5595 -4.5309 15.8645 0.412
H -18.9819 -3.0635 14.7000 0.339
H -18.1100 -1.2922 13.0994 0.487
F -13.5548 3.5164 14.3682 -0.290
C -13.7090 4.8543 14.0707 -0.060
C -12.6568 5.6790 13.8574 -0.535
C -12.9203 7.0174 13.4807 -0.416
C -14.1858 7.5591 13.4546 -0.518
C -15.2308 6.7167 13.6654 -0.172
C -14.9985 5.3936 13.9316 0.117
H -11.6451 5.3043 13.8165 0.454
H -12.0894 7.6214 13.1453 0.376
H -14.2711 8.5679 13.1629 0.483
H -16.3029 6.9579 13.6818 0.196
H -15.8577 4.7434 14.0484 0.368
F -15.6271 10.6048 10.1821 -0.339
C -16.2316 9.4491 10.4651 0.268
C -16.3140 8.4871 9.4423 -0.553
C -17.1539 7.3788 9.6014 -0.651
C -17.9386 7.2638 10.7529 -0.202
C -17.8647 8.2140 11.7172 -0.318
C -16.9686 9.2734 11.6089 -0.428
H -15.8435 8.6602 8.5128 0.521
H -17.0924 6.6403 8.8407 0.431
H -18.6025 6.4425 10.7499 0.473
H -18.5060 8.2028 12.6252 0.379
H -17.0316 10.0120 12.3927 0.413
F -18.3631 4.6059 17.2402 -0.399
C -17.8395 3.4818 16.6814 0.300
C -16.4710 3.2295 16.8445 -0.803
C -15.9736 2.0492 16.3315 -0.335
C -16.8161 1.0591 15.7141 -0.160
C -18.2269 1.3204 15.6335 -0.480
C -18.6932 2.5635 16.0793 -0.181
H -15.8579 3.8220 17.4428 0.585
H -14.9252 1.8284 16.4339 0.425
H -16.3722 0.0311 15.4644 0.137
H -18.9193 0.5592 15.2602 0.470
H -19.7647 2.6931 16.0115 0.461
F -21.5404 4.1109 11.3874 -0.286
C -21.2355 5.0115 12.3512 0.217
C -19.9578 4.9551 12.9061 0.466
C -19.7465 5.7618 14.0799 -0.440
C -20.7453 6.6093 14.5414 -0.743
C -21.9708 6.6839 13.8915 -0.480
C -22.1707 5.8634 12.7846 -0.489
H -19.1886 4.3521 12.3734 0.101
H -18.7888 5.6688 14.5820 0.476
H -20.5652 7.1329 15.5158 0.348
H -22.7768 7.3187 14.2476 0.401
H -23.0789 5.9415 12.1885 0.410
F -11.3590 3.0946 10.7999 -0.343
C -12.3979 3.2110 9.9837 0.272
C -12.8169 4.4526 9.5571 -0.210
C -13.9018 4.4953 8.6569 -0.703
C -14.5977 3.3350 8.3886 -0.408
C -14.2074 2.0567 8.8446 -0.548
C -13.0641 2.0383 9.6814 -0.306
H -12.3120 5.3211 9.9200 0.504
H -14.1664 5.4145 8.2124 0.473
H -15.4787 3.3156 7.7352 0.457
H -14.7543 1.1584 8.6046 0.453
H -12.6535 1.0389 9.9515 0.374
F -20.2328 0.9588 10.6444 -0.381
C -19.1475 1.7827 10.7549 0.187
C -18.8862 2.5601 9.6843 -0.604
C -17.7283 3.3410 9.7581 -0.329
C -16.8231 3.2223 10.7797 -0.528
C -17.1416 2.4298 11.9024 -0.510
C -18.3650 1.7887 11.9126 -0.771
H -19.6896 2.6408 8.9093 0.341
H -17.4989 3.9722 8.9462 0.464
H -15.9521 3.8775 10.8007 0.597
H -16.5235 2.2923 12.7423 0.819
H -18.6520 1.1935 12.7248 0.668
```

As for the frontier orbital gap: 9.8 eV. The structure (SMILES) is Fc1ccccc1.Fc1ccccc1.Fc1ccccc1.Fc1ccccc1.Fc1ccccc1.Fc1ccccc1.Fc1ccccc1. The energy above the lowest of the compared OMol25 structures with the same formula, charge and spin is 155.1 kJ/mol. The calculation puts the lowest unoccupied orbital energy at 0.0264 Eh. For the total energy, the calculation gives -63142.1072 eV. The calculation puts the HOMO energy at -9.04 eV.